Entry 1:
Below is the molecule C6H10O2, with properties calculated with ωB97M-V/def2-TZVPD.

```
! wB97M-V def2-TZVPD RIJCOSX def2/J DEFGRID3
* xyz 0 1
C 2.0897 0.4219 0.7793
C -1.3505 1.4997 -0.1365
C -0.4459 0.4855 0.5384
O 1.0305 0.8245 -0.0771
O -0.4800 0.2658 1.7351
H 2.0127 0.9276 1.7425
H 3.0260 0.7019 0.2948
H 2.0785 -0.6599 0.9636
H -1.1219 2.4747 0.2979
H -2.3874 1.2431 0.0765
H -1.1965 1.5497 -1.2129
C 0.4524 -0.7210 -1.3265
C -1.3780 -1.9794 -0.0403
C -0.5529 -1.0357 -0.4431
H -1.5384 -2.8952 -0.5989
H -1.9456 -1.8359 0.8729
H 0.2947 -0.0411 -2.1545
H 1.4124 -1.2262 -1.3112
*
```

Computed properties:
E_LUMO (spin up / spin down), hartree: -0.0167 / -0.0167
Energy, Ha: -384.93562
Energy relative to the best compared isomer or geometry (same formula, charge and spin), kJ/mol: 437.9


Entry 2:
Below is the molecule C3H9BO2 at a distorted geometry, with properties calculated with ωB97M-V/def2-TZVPD.

```
! wB97M-V def2-TZVPD RIJCOSX def2/J DEFGRID3
* xyz 0 1
C 1.8679 -0.2813 -0.2547
C 0.7822 0.7366 0.1713
C -0.4062 -0.1558 0.4892
O -1.5525 0.7254 0.7487
B -2.6899 0.4763 0.1006
O -2.7696 -0.5365 -1.0113
H 2.8738 0.0312 -0.5393
H 2.0148 -1.1360 0.3734
H 1.4007 -0.8638 -1.1113
H 0.4581 1.4991 -0.5325
H 1.2575 1.1613 1.0539
H -0.7136 -0.8189 -0.2629
H -0.2067 -0.8383 1.4292
H -3.7603 1.1745 0.1759
H -3.6107 -0.4525 -1.4262
*
```

Computed properties:
SMILES: CCCOBO
E_LUMO, hartree: 0.0272
Energy, Ha: -295.07974
Energy relative to the best compared isomer or geometry (same formula, charge and spin), kJ/mol: 58.8


Entry 3:
Below is a structure of composition C30H30ClO10 at a distorted geometry, with properties calculated with ωB97M-V/def2-TZVPD.

```
! wB97M-V def2-TZVPD RIJCOSX def2/J DEFGRID3
* xyz -1 1
Cl -1.3010 -1.0414 0.8067
C 2.1459 0.5310 -1.1171
C 3.0099 1.6943 -1.6390
C 4.2529 1.8768 -1.1772
C 4.8376 0.9730 -0.1754
C 4.0209 -0.1875 0.2382
C 2.6873 -0.3656 -0.1063
O 1.9370 -1.2990 0.5286
O 5.0277 2.8622 -1.4540
H 1.3946 0.3864 -1.7709
H 2.6290 2.2072 -2.5327
H 5.9675 0.9537 0.0838
H 4.3841 -0.8525 1.1004
H 0.9532 -1.4034 0.3302
H 4.7776 3.7713 -1.5892
C -1.5602 -5.0647 -4.4920
C -2.4550 -3.9864 -3.6474
C -1.8436 -3.3918 -2.5656
C -0.4240 -3.5386 -2.2588
C 0.3795 -4.3681 -3.0803
C -0.2031 -5.1185 -4.1080
O 0.6678 -5.9768 -4.8809
O -2.6008 -2.7239 -1.7651
H -2.2085 -5.4557 -5.2770
H -3.4885 -3.9443 -3.5507
H 0.0610 -2.9736 -1.4679
H 1.4278 -4.8213 -2.8878
H 0.0644 -6.4491 -5.5144
H -2.1673 -2.1553 -1.1568
C 1.9937 -2.2754 4.5903
C 0.7994 -2.2626 3.5679
C 0.0441 -3.3706 3.6025
C 0.0965 -4.3533 4.5653
C 1.0752 -4.2754 5.6412
C 1.9993 -3.2647 5.5995
O 3.0066 -3.2465 6.5620
O -1.0661 -3.4569 2.7855
H 2.5779 -1.4760 4.4984
H 0.9424 -1.4921 2.7271
H -0.9072 -4.9043 4.5708
H 0.9876 -4.8602 6.4328
H 3.1452 -2.3703 6.9358
H -1.2251 -2.5018 2.3194
C -0.2440 5.2412 2.1563
C -1.2985 4.0576 2.5074
C -1.0834 2.8251 1.8596
C 0.0713 2.6528 1.0603
C 1.0519 3.6442 0.8133
C 0.8505 4.9252 1.2719
O 1.7305 5.9487 0.9941
O -1.8794 1.8157 2.1952
H -0.5162 6.2870 2.5992
H -2.2498 4.1325 3.3131
H 0.1157 1.8781 0.4936
H 1.9518 3.4205 0.2377
H 2.6418 5.5008 0.6375
H -1.6386 0.8616 1.8371
C -1.9396 2.2204 -1.9769
C -2.0748 3.7457 -2.2657
C -3.4016 4.2109 -2.6582
C -4.5341 3.3653 -2.7566
C -4.4446 2.0190 -2.4402
C -3.2193 1.5036 -1.9080
O -3.2159 0.1819 -1.6773
O -3.6216 5.6190 -2.7420
H -1.0343 1.8368 -1.7686
H -1.1504 4.7177 -2.1078
H -5.2815 3.7276 -3.1481
H -5.3462 1.3890 -2.7340
H -2.5353 0.0234 -0.9503
H -3.5477 6.2201 -2.1144
*
```

Computed properties:
E_LUMO, hartree: 0.0679
Energy, Ha: -2373.49036
Energy relative to the best compared isomer or geometry (same formula, charge and spin), kJ/mol: 295.6


Entry 4:
Below is a structure of composition C18H62Ba2F3O16 at a distorted geometry, with properties calculated with ωB97M-V/def2-TZVPD.

```
! wB97M-V def2-TZVPD RIJCOSX def2/J DEFGRID3
* xyz 3 1
Ba 0.4713 5.1635 2.3693
Ba -0.6361 3.4853 -1.2321
C 0.2843 1.0100 1.1958
O -0.2362 0.8798 -0.1375
O 0.3691 2.4230 1.3627
C -0.5223 0.0579 2.2208
F -1.7756 -0.1191 1.8401
F 0.0237 -1.1492 2.2575
F -0.4744 0.4706 3.4850
C -0.1761 -0.4537 -0.7551
C -0.7080 -0.3180 -2.1929
H -1.6317 0.2582 -2.1394
H -0.0451 0.2455 -2.8495
H -0.9273 -1.2526 -2.7093
H -0.8887 -1.0923 -0.2331
H 0.8077 -0.9209 -0.7105
H 1.3188 0.6680 1.1635
C 0.2513 -2.2781 5.3557
O -0.5008 -2.0229 6.5442
H 0.8709 -3.1736 5.4017
H -0.4595 -2.4290 4.5432
H 0.7737 -1.3937 4.9910
H 0.1461 -1.7011 7.1763
C 0.0118 -2.6392 -5.6653
O 0.6178 -1.4106 -5.9768
H -0.1595 -3.1845 -6.5934
H 0.6183 -3.2397 -4.9873
H -0.9355 -2.4868 -5.1482
H 1.3374 -1.6507 -6.5651
C 2.8673 0.3755 4.0576
O 4.0014 0.8720 4.7127
H 2.9041 0.7432 3.0322
H 2.8767 -0.7130 4.1136
H 2.0060 0.8101 4.5650
H 4.2663 1.6532 4.2216
C 1.8556 -3.6779 2.1202
O 2.8065 -3.4192 3.1935
H 0.8264 -3.6296 2.4760
H 1.9928 -2.9005 1.3686
H 2.0501 -4.6409 1.6479
H 3.6809 -3.4644 2.7999
C -2.7567 -0.0959 -5.9785
O -1.5418 0.2883 -5.3445
H -2.7045 -1.1802 -6.0777
H -3.5989 0.2879 -5.4027
H -2.7159 0.3699 -6.9631
H -0.8922 -0.4123 -5.4385
C 4.1911 -0.5877 0.4629
O 4.4600 -1.7690 -0.3613
H 4.5102 0.3368 -0.0182
H 3.1090 -0.4995 0.5596
H 4.6125 -0.6959 1.4623
H 3.6658 -2.0955 -0.7905
C 2.6281 1.8465 -1.5617
O 1.5460 2.2744 -2.3449
H 3.5338 1.9040 -2.1656
H 2.7600 2.4136 -0.6402
H 2.4051 0.8188 -1.2749
H 1.6537 1.8137 -3.1802
C -1.7904 2.6091 6.2879
O -1.6046 3.9265 6.7227
H -2.6909 2.5052 5.6826
H -0.9320 2.2147 5.7442
H -1.9229 1.9857 7.1721
H -1.0751 3.9218 7.5235
C 2.4981 -2.4519 -2.9716
O 2.4522 -2.7927 -1.5631
H 2.4151 -3.3412 -3.5965
H 1.6202 -1.8577 -3.2254
H 3.3803 -1.8981 -3.2928
H 1.9011 -3.5741 -1.4774
C -1.1755 3.4604 -4.5947
O -1.4712 2.4463 -3.6605
H -0.1915 3.2600 -5.0186
H -1.8625 3.3842 -5.4375
H -1.2415 4.4448 -4.1313
H -1.5367 1.5986 -4.1062
C -3.7653 -1.6303 -0.6687
O -3.5655 -2.8186 -1.3713
H -4.8234 -1.4053 -0.5351
H -3.2846 -1.7141 0.3060
H -3.3557 -0.8256 -1.2792
H -4.1472 -2.8614 -2.1337
C 2.3908 1.4296 -5.8908
O 1.9103 0.7394 -4.7202
H 1.5347 2.0128 -6.2299
H 3.1661 2.0941 -5.5093
H 2.9839 0.8089 -6.5625
H 1.3105 0.0520 -5.0191
C -3.6207 -0.3627 5.0687
O -4.8727 0.1150 5.4545
H -3.4935 -1.4116 5.3368
H -3.4930 -0.3569 3.9862
H -2.8630 0.2073 5.6063
H -4.8866 0.0935 6.4141
C -3.1801 2.5965 2.9820
O -3.5688 3.6262 2.1564
H -3.9070 2.4108 3.7728
H -3.0457 1.7172 2.3521
H -2.1925 2.7790 3.4055
H -2.8281 4.0895 1.7585
*
```

Computed properties:
E_LUMO, hartree: -0.4249
Energy, Ha: -2276.26336
Energy relative to the best compared isomer or geometry (same formula, charge and spin), kJ/mol: 204.2